## i
Entry from the OMol25 dataset: the molecule C3H3NO2S2 (ωB97M-V/def2-TZVPD).

Summary:
Structure (SMILES) ... O=C1CONC(=S)S1
Lowest unoccupied orbital energy ... -0.181 eV
Frontier orbital gap ... 8.92 eV

```
! RIJCOSX wB97M-V def2-TZVPD def2/J DEFGRID3
* xyz 0 1
C -1.21826 -0.94796 -0.02690
C -1.17820 0.55691 0.12314
C 1.52444 -0.50379 -0.11381
H -1.05580 0.88627 1.19847
H -2.11134 0.86675 -0.34665
H 1.77353 1.49623 -0.11110
N 1.09790 0.77386 0.02698
O -2.19887 -1.60827 0.13751
O -0.08599 1.12642 -0.57035
S 3.12924 -0.88000 0.04558
S 0.32335 -1.76642 -0.36286
*
```

## ii
Entry from the OMol25 dataset: the molecule C3H3NO2S2 (ωB97M-V/def2-TZVPD).

Summary:
Structure (SMILES) ... O=CO/C(C=S)=N\S
Lowest unoccupied orbital energy ... -1.149 eV
Frontier orbital gap ... 7.86 eV

```
! RIJCOSX wB97M-V def2-TZVPD def2/J DEFGRID3
* xyz 0 1
C -0.05700 0.10715 0.29752
C -0.61575 0.07202 -1.90571
C 1.11992 -0.91558 0.52450
H -1.41286 1.97226 2.99274
H -0.54167 0.56933 -2.78504
H 1.02279 -1.17188 1.62634
N -0.52559 0.58204 1.46199
O -0.14976 0.71936 -0.83531
O -0.83399 -1.19660 -1.88350
S -1.46736 1.91174 1.50241
S 2.07974 -1.73721 -0.49086
*
```

The relative energies come out as i 0.0; ii 25.3, with values in kcal/mol.

## i
Entry from the OMol25 dataset: the molecule C3H3NO2S2 (ωB97M-V/def2-TZVPD).

Summary:
Structure (SMILES) ... O=C1CN2SS[C@]12O
Lowest unoccupied orbital energy ... -0.481 eV
Frontier orbital gap ... 8.26 eV

```
! RIJCOSX wB97M-V def2-TZVPD def2/J DEFGRID3
* xyz 0 1
C -0.87305 0.41292 0.49696
C -0.64382 -1.10818 0.45434
C 0.29965 0.51408 -0.43307
N 0.31165 -0.95281 -0.55750
O -1.68232 1.20013 0.86237
O 0.33254 1.30304 -1.62821
S 1.85804 0.75041 0.50479
S 1.97010 -1.25436 0.02406
H -0.32242 -1.40373 1.40882
H -1.70327 -1.67386 0.25143
H 0.45290 2.21236 -1.38399
*
```

## ii
Entry from the OMol25 dataset: the molecule C3H3NO2S2 (ωB97M-V/def2-TZVPD).

Summary:
Structure (SMILES) ... O=C1OC=NC1(S)S
Lowest unoccupied orbital energy ... -0.009 eV
Frontier orbital gap ... 9.53 eV

```
! RIJCOSX wB97M-V def2-TZVPD def2/J DEFGRID3
* xyz 0 1
C -1.18632 -1.18674 0.75676
C -0.24556 -0.69279 -1.16116
C 0.19342 0.36207 -0.10300
N -0.60806 -0.10231 1.05848
O 0.14189 -0.77607 -2.28113
O -1.15518 -1.55650 -0.60102
S 2.03526 0.21858 0.29244
S -0.13429 2.02435 -0.68187
H -1.79403 -1.92897 1.26972
H 1.96203 1.03117 1.36125
H 0.79082 2.60720 0.08954
*
```

The relative energies come out as i 47.9; ii 0.0, with values in kcal/mol.

## i
Entry from the OMol25 dataset: the molecule C2HClN2O2 (ωB97M-V/def2-TZVPD).

Summary:
Structure (SMILES) ... [O-][n+]1cc(Cl)no1
Lowest unoccupied orbital energy ... 0.363 eV
Frontier orbital gap ... 10.27 eV

```
! RIJCOSX wB97M-V def2-TZVPD def2/J DEFGRID3
* xyz 0 1
C 0.16482 -0.02015 -0.36261
C 0.90732 -1.20141 -1.02594
N 1.30227 -0.82410 -2.18949
N 0.21578 0.94878 -1.22443
O -0.16671 2.08246 -1.26487
O 0.94067 0.42544 -2.40433
Cl 1.16420 -2.70475 -0.33229
H -0.28107 0.01244 0.60280
*
```

## ii
Entry from the OMol25 dataset: a cluster of 2 separate species, C2HClN2O2 in total (ωB97M-V/def2-TZVPD).

Summary:
Structure (SMILES) ... [O-][N+]#CCl.C#[N+][O-]
Lowest unoccupied orbital energy ... -0.157 eV
Frontier orbital gap ... 9.45 eV

```
! RIJCOSX wB97M-V def2-TZVPD def2/J DEFGRID3
* xyz 0 1
C -1.41223 0.79948 1.10718
C 0.88940 -0.16095 -1.61286
N 1.73566 0.08792 -0.81803
N -0.94357 -0.25725 1.22176
O -0.52104 -1.34244 1.14234
O 2.48166 0.83301 -0.23020
Cl -0.01276 -1.32424 -2.24930
H -2.21711 1.36447 1.43911
*
```

The relative energies come out as i 0.0; ii 52.0, with values in kcal/mol.

## i
Entry from the OMol25 dataset: the molecule C4H7NO4 (ωB97M-V/def2-TZVPD).

Summary:
Structure (SMILES) ... NC[C@@](O)(C=O)C(=O)O
Lowest unoccupied orbital energy ... 0.421 eV
Frontier orbital gap ... 10.04 eV

```
! RIJCOSX wB97M-V def2-TZVPD def2/J DEFGRID3
* xyz 0 1
O 0.92768 1.28973 0.06051
C 0.11992 0.20830 0.41601
C -1.16367 0.17041 -0.43709
N -0.75485 -0.30140 -1.74347
C 0.83606 -1.12104 0.08069
O 0.46616 -2.21342 0.42979
C -0.20950 0.26312 1.90011
O 0.19251 1.17324 2.57924
H 1.11119 1.80488 0.86192
H -1.86114 -0.55976 -0.00530
H -1.63146 1.16793 -0.40326
H -1.52677 -0.46362 -2.37942
H -0.83848 -0.55486 2.30288
H 0.14449 0.10376 -2.19781
O 1.96841 -0.95352 -0.76714
H 2.21946 -0.01375 -0.69768
*
```

## ii
Entry from the OMol25 dataset: a cluster of 2 separate species, C4H7NO4 in total (ωB97M-V/def2-TZVPD).

Summary:
Structure (SMILES) ... CC(=O)C(=O)O.NC=O
Lowest unoccupied orbital energy ... 0.390 eV
Frontier orbital gap ... 10.07 eV

```
! RIJCOSX wB97M-V def2-TZVPD def2/J DEFGRID3
* xyz 0 1
C 0.98421 -0.10455 1.59597
C -1.08069 1.73259 -0.89537
C 0.44520 -0.38939 -1.20319
C -0.89320 0.31695 -0.43272
N 0.37265 -1.23652 2.00832
O 0.36804 0.98164 1.54129
O 0.48515 -1.73118 -1.07640
O 1.19437 0.20559 -1.94631
O -1.80854 -0.42647 -0.12925
H 1.23942 -2.02421 -1.62505
H 2.02378 -0.23285 1.26980
H -0.62292 -1.17494 2.19193
H 0.70385 -2.13748 1.69042
H -1.72118 2.23778 -0.16714
H -1.57544 1.74860 -1.86737
H -0.11470 2.23445 -0.95493
*
```

The relative energies come out as i 4.9; ii 0.0, with values in kcal/mol.

## i
Entry from the OMol25 dataset: the molecule C4H7NO4 (ωB97M-V/def2-TZVPD).

Summary:
Structure (SMILES) ... N[C@@H](CC(=O)O)C(=O)O
Lowest unoccupied orbital energy ... 0.432 eV
Frontier orbital gap ... 10.63 eV

```
! RIJCOSX wB97M-V def2-TZVPD def2/J DEFGRID3
* xyz 0 1
C 0.49889 -0.44919 0.29205
C 0.46048 0.06870 1.66104
C -0.92812 -0.61829 -0.42119
C -0.94785 0.66412 -1.15079
H 2.48125 -1.01914 0.52183
H 1.48854 -2.24522 0.69362
H 0.84731 0.42934 -0.24910
H -1.78672 -0.61348 0.38394
H -1.20033 -1.47963 -1.15037
H -1.73612 1.50085 -2.74603
H 0.46331 1.82042 0.84151
N 1.67117 -1.38204 0.05130
O 0.54340 -0.60580 2.63159
O -0.47114 1.74022 -0.86716
O -1.82282 0.74034 -2.24169
O 0.43876 1.44879 1.74945
*
```

## ii
Entry from the OMol25 dataset: a cluster of 2 separate species, C4H7NO4 in total (ωB97M-V/def2-TZVPD).

Summary:
Structure (SMILES) ... CN(C)C(=O)O.O=C=O
Lowest unoccupied orbital energy ... 0.608 eV
Frontier orbital gap ... 10.25 eV

```
! RIJCOSX wB97M-V def2-TZVPD def2/J DEFGRID3
* xyz 0 1
C 0.18732 0.30661 1.57665
C -1.34312 1.36461 -0.01043
N -0.38997 0.31383 0.25203
C 2.39066 -0.93033 -0.97708
C -0.29417 -0.85117 -0.52739
O 2.20609 -0.53105 -2.06129
O -1.15218 -0.82572 -1.58599
O 2.95386 -1.13278 0.01440
O 0.21833 -1.88225 -0.14063
H -1.02775 -1.64760 -2.08138
H 0.79976 -0.58443 1.68890
H -0.85688 2.33457 0.12007
H 0.80782 1.19664 1.70288
H -0.58887 0.28698 2.34543
H -1.73793 1.26697 -1.01677
H -2.17298 1.31512 0.70059
*
```

## iii
Entry from the OMol25 dataset: the molecule C4H7NO4 (ωB97M-V/def2-TZVPD).

Summary:
Structure (SMILES) ... CC(=O)[C@](N)(O)C(=O)O
Lowest unoccupied orbital energy ... 0.274 eV
Frontier orbital gap ... 10.08 eV

```
! RIJCOSX wB97M-V def2-TZVPD def2/J DEFGRID3
* xyz 0 1
C -0.13410 -0.47770 0.29856
C 1.06334 1.77937 -0.21266
C 0.35669 -1.19675 -0.99981
C -0.22455 1.03610 -0.20467
N -1.44151 -1.01078 0.63924
O 0.84067 -0.68764 1.27754
O -0.49845 -2.08589 -1.44419
O 1.31825 -0.79199 -1.59986
O -1.31079 1.49563 -0.45158
H 0.68750 -0.09862 2.02765
H -1.25477 -2.10050 -0.79774
H -2.14010 -0.27249 0.58019
H -1.44595 -1.43384 1.55920
H 1.69816 1.33451 -0.98047
H 0.88828 2.83171 -0.42050
H 1.59733 1.67888 0.72910
*
```

The relative energies come out as i 41.3; ii 0.0; iii 18.1, with values in kcal/mol.

## i
Entry from the OMol25 dataset: the molecule C7H14N2 (ωB97M-V/def2-TZVPD).

Summary:
Structure (SMILES) ... CN=C=N[C@@H](C)C(C)C
Lowest unoccupied orbital energy ... 0.917 eV
Frontier orbital gap ... 10.15 eV

```
! RIJCOSX wB97M-V def2-TZVPD def2/J DEFGRID3
* xyz 0 1
C -0.72913 -0.07512 -1.28410
C -0.93755 -1.15710 -0.00578
C 2.00924 2.30657 1.33434
C 0.29349 -0.59364 -2.29365
C -2.04675 -0.64316 0.89775
C 0.33317 -1.42197 0.75830
N -0.53680 1.33153 -1.00857
N 0.75317 1.72202 0.98862
C 0.24660 1.44200 -0.08152
H -1.72093 -0.12287 -1.74944
H -1.26367 -2.05588 -0.53652
H 2.81506 2.00440 0.65972
H 1.93550 3.39649 1.33198
H 2.25790 1.99413 2.35011
H 1.30138 -0.51719 -1.89527
H 0.09199 -1.63434 -2.53763
H 0.23050 -0.01514 -3.21417
H -2.96934 -0.49355 0.33880
H -1.76482 0.30543 1.34905
H -2.24506 -1.36593 1.68849
H 1.12081 -1.81323 0.12004
H 0.14806 -2.11724 1.57300
H 0.67716 -0.47624 1.21645
*
```

## ii
Entry from the OMol25 dataset: a cluster of 2 separate species, C7H14N2 in total (ωB97M-V/def2-TZVPD).

Summary:
Structure (SMILES) ... Cc1c[nH]cn1.CCC
Lowest unoccupied orbital energy ... 0.749 eV
Frontier orbital gap ... 9.62 eV

```
! RIJCOSX wB97M-V def2-TZVPD def2/J DEFGRID3
* xyz 0 1
C -1.79865 1.88525 -0.49429
C -1.91672 0.53344 -1.04373
C -1.10094 2.10424 0.94295
H -1.08253 2.42812 -1.19281
H -2.82511 2.43180 -0.63316
H -2.93621 0.16377 -0.94482
H -1.43292 3.02184 1.18401
H -1.24713 1.40298 1.70821
H -1.27403 -0.27678 -0.67383
H -1.58742 0.80614 -2.15899
H 0.00935 2.14331 0.71475
C -0.10710 -2.40686 0.73532
C 2.21860 0.19405 0.17033
C 1.10876 -1.61765 0.23059
C 2.25899 -1.84345 -0.43440
N 1.05167 -0.24821 0.62351
N 2.95955 -0.69392 -0.43603
H 2.45973 1.24807 0.42831
H 3.98645 -0.67418 -0.61334
H 2.74565 -2.82232 -0.89874
H -1.02299 -2.44065 0.04622
H -0.61758 -1.98999 1.65839
H 0.15057 -3.34900 1.08155
*
```

## iii
Entry from the OMol25 dataset: the molecule C7H14N2 (ωB97M-V/def2-TZVPD).

Summary:
Structure (SMILES) ... [H]/N=C/N/C=C(\C)C(C)C
Lowest unoccupied orbital energy ... 0.892 eV
Frontier orbital gap ... 8.44 eV

```
! RIJCOSX wB97M-V def2-TZVPD def2/J DEFGRID3
* xyz 0 1
C -0.01328 1.70372 1.35932
C -1.13428 0.94011 0.61985
C -2.16321 0.13216 1.54576
C -0.45992 0.08939 -0.37439
C -1.36563 -0.20391 -1.62308
C 0.77972 -0.46044 -0.17688
C 2.81445 -1.36903 -1.08286
H 0.42147 2.45820 0.61628
H -0.42884 2.28114 2.22097
H 0.74596 1.02989 1.82455
H -1.68813 1.68866 -0.03450
H -2.50449 0.90064 2.23302
H -1.63803 -0.60987 2.13704
H -2.94111 -0.40139 0.96486
H -2.40729 -0.34378 -1.36297
H -1.13203 -1.05585 -2.16511
H -1.39488 0.76967 -2.18397
H 1.23153 -0.55144 0.78456
H 0.95336 -1.09307 -2.22245
H 3.40156 -1.65018 -1.99362
H 4.22217 -1.80049 0.10031
N 1.48326 -0.98252 -1.28816
N 3.21765 -1.47163 0.10145
*
```

## iv
Entry from the OMol25 dataset: the molecule C7H14N2 (ωB97M-V/def2-TZVPD).

Summary:
Structure (SMILES) ... CC[C@](N)(C#N)C(C)C
Lowest unoccupied orbital energy ... 0.795 eV
Frontier orbital gap ... 10.10 eV

```
! RIJCOSX wB97M-V def2-TZVPD def2/J DEFGRID3
* xyz 0 1
C 1.63544 1.07093 -0.03407
C 1.26266 -1.92268 0.73211
C -1.90999 -0.34950 0.23173
C -0.87235 1.89366 0.80963
C 0.83568 -1.47319 -0.67589
C -0.56161 0.43176 0.63148
C 0.50306 0.37359 -0.54168
N 2.53747 1.68904 0.30762
N 0.14967 1.06382 -1.78178
H 1.60463 -1.00226 1.26046
H 0.31224 -2.38789 1.22568
H 1.91442 -2.71758 0.57244
H -1.66423 -1.26690 -0.20718
H -2.55345 -0.37822 1.15728
H -2.42671 0.02995 -0.68888
H -1.80732 2.08385 1.23041
H -0.12061 2.27174 1.57072
H -0.65289 2.42648 -0.16620
H -0.08228 -1.73570 -1.14332
H 1.70889 -1.75269 -1.30978
H -0.18889 -0.08545 1.50695
H -0.60470 0.69404 -2.21765
H 0.98085 1.04318 -2.47009
*
```

The relative energies come out as i 0.0; ii 17.1; iii 6.7; iv 26.7, with values in kcal/mol.